[1]
C5H6O3 in the gas phase, computed with the ωB97M-V functional and the def2-TZVPD basis.

Geometry (Å):
C 1.24 0.19 -0.89
C 0.38 1.24 -1.29
C 0.95 -0.56 0.18
C -0.74 1.45 -0.59
C -0.40 -0.47 0.85
O -1.04 0.68 0.54
O -1.11 -1.80 0.32
O -0.41 -0.59 2.20
H 2.11 -0.17 -1.38
H 0.64 1.76 -2.26
H 1.58 -1.35 0.66
H -1.37 2.36 -0.60
H -1.91 -1.43 -0.11
H 0.08 -1.32 2.37

Summary:
SMILES	OC1(O)C=CC=CO1
HOMO	-8.80	eV
orbital gap	9.4811	eV
total energy	-419.77271	hartree
E_LUMO	0.68	eV


[2]
C4H8N2O in the gas phase, computed with the ωB97M-V functional and the def2-TZVPD basis.

Geometry (Å):
C 2.32 -0.27 0.91
C 1.22 -0.25 -0.09
O 0.17 -0.84 0.46
C -1.07 -0.73 -0.22
N -2.01 -1.47 0.14
C -1.14 0.40 -1.21
N -1.06 1.71 -0.59
H 2.05 -0.59 1.92
H 2.71 0.76 0.92
H 3.14 -0.89 0.53
H -0.32 0.30 -1.93
H -1.71 -2.12 0.87
H -2.10 0.34 -1.74
H -1.91 1.93 -0.09
H -0.30 1.74 0.09

Summary:
HOMO	-8.82	eV
orbital gap	9.2817	eV
total energy	-341.85569	hartree
E_LUMO	0.47	eV


[3]
A molecular structure, C7H10N3S, computed with the ωB97M-V functional and the def2-TZVPD basis.

Geometry (Å):
C -0.45 -2.07 2.15
C 0.15 -0.92 2.69
C -0.63 -2.20 0.80
C 0.63 0.10 1.91
C -0.15 -1.18 0.02
C 0.31 -0.05 0.55
C 0.32 0.16 -1.67
N -0.17 -1.07 -1.40
N 0.74 0.83 -0.48
N -1.08 2.52 -1.40
S 2.48 0.31 -1.76
H -0.84 -2.72 2.86
H 0.20 -0.80 3.77
H -1.21 -2.99 0.38
H 1.02 1.06 2.26
H 0.10 0.86 -2.44
H -0.41 -1.74 -2.13
H -0.27 2.93 -0.89
H -1.85 2.38 -0.83
H -1.37 3.13 -2.19
H 2.48 1.48 -2.21

Summary:
charge	+1
HOMO	-13.11	eV
orbital gap	7.2862	eV
total energy	-834.85866	hartree
E_LUMO	-5.83	eV


[4]
2 unconnected molecules or ions with the total composition C3H3NS, computed with the ωB97M-V functional and the def2-TZVPD basis.

Geometry (Å):
C -2.25 0.88 0.99
C 1.90 -0.98 -0.63
C 0.89 -0.15 -0.52
N -1.92 1.44 0.07
S 3.07 -1.97 -0.67
H -2.47 0.27 1.84
H 0.22 0.00 0.34
H 0.56 0.51 -1.41

Summary:
SMILES	C=C=S.C#N
HOMO	-8.47	eV
orbital gap	8.4585	eV
total energy	-568.96597	hartree
E_LUMO	-0.01	eV


[5]
2 unconnected molecules or ions with the total composition C4H14NO2, computed with the ωB97M-V functional and the def2-TZVPD basis.

Geometry (Å):
O 1.70 -0.14 1.52
C 0.25 -0.35 1.73
C -0.37 -0.78 0.40
N 0.69 -0.11 -0.81
C 0.71 -0.96 -2.09
C -1.81 -0.62 0.20
H 2.29 0.24 2.27
H 0.09 -1.25 2.47
H -0.26 0.49 2.31
H 0.09 -1.91 0.41
H 1.72 -0.09 -0.51
H 0.35 0.93 -0.79
H 1.31 -1.87 -1.96
H -0.31 -0.96 -2.51
H 1.42 -0.40 -2.68
H -2.35 -0.83 1.13
H -2.20 -1.18 -0.67
H -2.10 0.31 -0.17
H -0.09 3.65 0.48
H -0.64 3.05 -0.80
O -0.49 2.76 0.10

Summary:
expectation value of S²	0.7511
multiplicity	2
HOMO (spin up / spin down)	-2.83 / -10.44	eV
orbital gap (spin up / spin down)	3.6872 / 11.0824	eV
total energy	-365.81935	hartree
E_LUMO (spin up / spin down)	0.86 / 0.64	eV


[6]
A molecular structure, C44H40BrN3O2PbSSb2Se4, computed with the ωB97M-V functional and the def2-TZVPD basis.

Geometry (Å):
Pb 2.01 -0.58 0.14
O 3.78 -2.36 -4.55
C 3.49 -3.48 -3.81
C 4.13 -4.65 -4.18
C 3.87 -5.82 -3.49
C 2.97 -5.83 -2.43
C 2.33 -4.65 -2.08
C 2.58 -3.47 -2.76
C 1.87 -2.19 -2.33
O 1.41 -2.26 -1.04
N 0.76 -1.98 -3.26
N -0.08 -0.97 -3.01
C -0.78 -0.52 -3.98
C -1.85 0.45 -3.80
Br -2.74 0.39 -2.12
C -2.33 1.27 -4.73
C -1.73 1.49 -6.07
C -2.58 1.77 -7.14
C -2.08 1.98 -8.41
C -0.71 1.91 -8.63
C 0.15 1.66 -7.57
C -0.36 1.45 -6.30
H 3.50 -1.57 -4.08
H 4.84 -4.62 -4.99
H 4.39 -6.73 -3.77
H 2.78 -6.74 -1.88
H 1.64 -4.63 -1.24
H 2.60 -1.35 -2.45
H 0.96 -2.20 -4.23
H -0.64 -0.90 -5.00
H -3.23 1.83 -4.52
H -3.65 1.82 -6.97
H -2.75 2.19 -9.23
H -0.31 2.08 -9.62
H 1.22 1.63 -7.73
H 0.32 1.29 -5.47
S 1.68 -2.00 4.86
C 2.15 -1.17 3.45
N 1.51 -1.47 2.37
C 0.58 -2.48 2.60
C -0.21 -3.08 1.62
C -1.07 -4.09 2.02
C -1.13 -4.49 3.37
C -0.34 -3.91 4.33
C 0.53 -2.89 3.93
H 2.94 -0.42 3.49
H -0.14 -2.79 0.58
H -1.68 -4.59 1.29
H -1.81 -5.29 3.65
H -0.38 -4.23 5.36
Se 6.07 -5.87 0.55
Sb 4.85 -4.35 1.85
Se 4.18 -2.30 0.18
Se 3.20 -4.72 3.48
Se 5.80 -1.98 1.91
C -1.90 4.19 3.23
C -2.99 3.41 2.55
C -4.29 3.92 2.58
C -5.36 3.25 2.00
C -5.14 2.03 1.38
C -3.86 1.52 1.33
C -2.78 2.19 1.90
Sb -0.91 1.16 1.73
C -0.58 1.07 3.86
C 0.37 1.83 4.54
C 0.53 1.73 5.91
C -0.28 0.87 6.63
C -1.24 0.12 5.97
C -1.41 0.21 4.59
C -2.53 -0.57 3.95
C 0.49 2.69 1.20
C 1.80 2.56 1.68
C 2.80 3.46 1.33
C 2.50 4.49 0.46
C 1.22 4.61 -0.05
C 0.20 3.71 0.29
C -1.15 3.89 -0.33
H -2.20 5.22 3.37
H -0.96 4.18 2.66
H -1.68 3.76 4.21
H -4.46 4.87 3.08
H -6.35 3.68 2.05
H -5.96 1.49 0.92
H -3.69 0.56 0.84
H 0.99 2.53 4.00
H 1.27 2.34 6.41
H -0.17 0.78 7.71
H -1.89 -0.54 6.54
H -2.91 -1.33 4.63
H -2.21 -1.07 3.04
H -3.36 0.10 3.69
H 2.05 1.74 2.34
H 3.80 3.33 1.72
H 3.26 5.21 0.18
H 0.99 5.40 -0.75
H -1.07 4.43 -1.28
H -1.82 4.45 0.32
H -1.64 2.94 -0.54

Summary:
HOMO	-7.86	eV
orbital gap	6.8699	eV
total energy	-15266.70707	hartree
E_LUMO	-0.99	eV


Q: Number 3 is which compound?
A: C7H10N3S


Q: What is the formula in the sixth record?
A: C44H40BrN3O2PbSSb2Se4


What did the second record say?
C4H8N2O in the gas phase, computed with the ωB97M-V functional and the def2-TZVPD basis.

Geometry (Å):
C 2.32 -0.27 0.91
C 1.22 -0.25 -0.09
O 0.17 -0.84 0.46
C -1.07 -0.73 -0.22
N -2.01 -1.47 0.14
C -1.14 0.40 -1.21
N -1.06 1.71 -0.59
H 2.05 -0.59 1.92
H 2.71 0.76 0.92
H 3.14 -0.89 0.53
H -0.32 0.30 -1.93
H -1.71 -2.12 0.87
H -2.10 0.34 -1.74
H -1.91 1.93 -0.09
H -0.30 1.74 0.09

Summary:
HOMO	-8.82	eV
orbital gap	9.2817	eV
total energy	-341.85569	hartree
E_LUMO	0.47	eV